# 1
6 unconnected molecules or ions with the total composition C57H66F7O14PS, computed with ωB97M-V/def2-TZVPD.

Element x y z (Å)
C 8.710 3.712 1.213
C 9.463 2.401 0.797
C 9.011 1.996 -0.627
C 7.477 1.858 -0.773
C 6.958 0.802 0.248
C 5.985 -0.248 -0.390
C 4.490 0.006 -0.029
C 3.697 -1.339 0.192
C 3.194 -1.446 1.662
C 1.810 -2.191 1.700
C 0.733 -1.294 2.357
C -0.696 -1.795 2.018
C -1.750 -0.691 2.105
O -2.631 -0.717 3.246
C -3.136 0.580 3.191
O -3.267 1.318 4.059
C -3.527 0.735 1.677
C -5.101 0.751 1.747
C -5.662 1.990 0.990
C -5.422 3.327 1.706
C -6.015 4.471 0.808
C -5.077 5.684 0.611
C -3.631 5.357 0.151
C -3.492 4.156 -0.800
C -4.403 4.216 -2.059
C -2.782 -0.420 0.928
C -3.606 -1.639 0.556
F -4.346 -2.075 1.601
F -2.804 -2.715 0.235
C -4.587 -1.486 -0.672
F -5.732 -2.146 -0.379
F -4.944 -0.250 -0.967
C -4.088 -2.171 -1.998
F -2.860 -1.843 -2.328
F -4.278 -3.457 -1.990
F -4.874 -1.702 -2.962
P -1.677 0.356 -0.367
O -2.524 0.850 -1.645
O -0.573 -0.695 -0.937
S -0.694 1.902 0.259
H 7.788 3.415 1.720
H 8.420 4.229 0.290
H 9.331 4.365 1.829
H 9.181 1.644 1.535
H 10.546 2.547 0.847
H 9.400 2.761 -1.315
H 9.459 1.031 -0.905
H 7.238 1.554 -1.799
H 6.963 2.811 -0.603
H 6.442 1.300 1.078
H 7.796 0.234 0.664
H 6.156 -0.249 -1.473
H 6.279 -1.230 -0.001
H 4.410 0.639 0.860
H 4.025 0.541 -0.868
H 2.848 -1.337 -0.498
H 4.357 -2.191 -0.008
H 3.918 -1.980 2.283
H 3.007 -0.434 2.034
H 1.487 -2.424 0.679
H 1.932 -3.116 2.275
H 0.884 -0.244 2.077
H 0.899 -1.385 3.439
H -0.921 -2.567 2.769
H -0.630 -2.315 1.062
H -1.152 0.191 2.363
H -3.272 1.758 1.391
H -5.432 0.839 2.786
H -5.603 -0.109 1.302
H -5.349 1.990 -0.059
H -6.753 1.832 0.978
H -5.933 3.335 2.675
H -4.356 3.501 1.908
H -6.289 4.041 -0.160
H -6.941 4.793 1.302
H -5.527 6.293 -0.191
H -5.113 6.323 1.501
H -2.971 5.293 1.025
H -3.286 6.228 -0.410
H -2.459 4.177 -1.169
H -3.589 3.194 -0.291
H -3.779 3.999 -2.936
H -4.855 5.201 -2.215
H -5.165 3.432 -2.009
H -2.000 1.510 -2.139
H -0.917 -1.605 -0.961
O -1.468 12.388 -2.771
C -1.744 11.434 -2.076
C -0.751 10.366 -1.803
C -1.056 9.318 -1.041
C -2.400 9.175 -0.432
O -2.677 8.219 0.264
C -3.393 10.242 -0.704
C -3.089 11.290 -1.465
H 0.225 10.489 -2.256
H -0.346 8.528 -0.831
H -4.369 10.119 -0.251
H -3.799 12.079 -1.675
O 6.394 -3.503 1.254
C 6.122 -4.685 1.283
C 5.508 -5.362 0.115
C 5.204 -6.657 0.150
C 5.469 -7.478 1.356
O 5.190 -8.658 1.384
C 6.084 -6.802 2.524
C 6.388 -5.507 2.490
H 5.321 -4.746 -0.756
H 4.752 -7.169 -0.691
H 6.269 -7.417 3.396
H 6.836 -4.994 3.331
O 0.315 -12.888 1.403
C 0.752 -11.983 0.723
C -0.150 -11.104 -0.061
C 0.329 -10.113 -0.808
C 1.785 -9.844 -0.888
O 2.222 -8.938 -1.568
C 2.687 -10.722 -0.105
C 2.208 -11.713 0.643
H -1.210 -11.315 0.011
H -0.314 -9.461 -1.386
H 3.746 -10.509 -0.176
H 2.851 -12.363 1.223
O -2.538 -7.277 1.458
C -3.641 -6.789 1.321
C -3.816 -5.363 0.962
C -5.017 -4.824 0.808
C -6.249 -5.626 1.003
O -7.350 -5.137 0.863
C -6.081 -7.056 1.371
C -4.872 -7.595 1.515
H -2.915 -4.787 0.821
H -5.131 -3.790 0.541
H -6.990 -7.627 1.509
H -4.729 -8.635 1.779
O -0.728 3.375 -2.828
C -0.335 4.305 -3.502
C -1.278 5.167 -4.254
C -0.842 6.185 -4.991
C 0.604 6.501 -5.092
O 1.000 7.431 -5.762
C 1.546 5.637 -4.338
C 1.110 4.619 -3.601
H -2.329 4.922 -4.167
H -1.515 6.826 -5.548
H 2.597 5.882 -4.424
H 1.781 3.978 -3.043

SMILES   CCCCCCCCCCCC[C@@H]1OC(=O)[C@H](CCCCCCCC)[C@@]1(C(F)(F)C(F)(F)C(F)(F)F)P(O)(O)=S.O=C1C=CC(=O)C=C1.O=C1C=CC(=O)C=C1.O=C1C=CC(=O)C=C1.O=C1C=CC(=O)C=C1.O=C1C=CC(=O)C=C1
Energy above the lowest of the compared OMol25 structures with the same formula, charge and spin   25.2 kcal per mole

Atomic partial charges in e from the Löwdin method, atoms 1 to 99: -0.10, -0.25, -0.23, -0.21, -0.19, -0.19, -0.18, -0.18, -0.18, -0.19, -0.19, -0.12, -0.28, 0.04, -0.45, 0.23, -0.14, -0.11, -0.21, -0.18, -0.19, -0.20, -0.21, -0.25, -0.08, -0.23, -0.36, 0.14, 0.08, -0.35, 0.13, 0.17, -0.59, 0.19, 0.22, 0.19, 0.34, -0.21, -0.19, 0.41, 0.06, 0.06, 0.06, 0.09, 0.10, 0.11, 0.11, 0.10, 0.10, 0.10, 0.10, 0.10, 0.08, 0.09, 0.10, 0.10, 0.08, 0.10, 0.09, 0.09, 0.11, 0.09, 0.12, 0.14, 0.09, 0.11, 0.10, 0.13, 0.10, 0.09, 0.12, 0.12, 0.10, 0.09, 0.11, 0.10, 0.11, 0.11, 0.07, 0.07, 0.05, 0.04, 0.08, 0.06, 0.06, 0.06, 0.11, -0.39, 0.02, 0.02, -0.37, 0.09, 0.02, 0.02, 0.12, 0.12, 0.12, 0.12, 0.10

***

# 2
13 unconnected molecules or ions with the total composition C57H74F40N6O9, computed with ωB97M-V/def2-TZVPD.

Element x y z (Å)
C 23.119 -6.812 5.186
C 21.643 -7.203 4.974
C 21.390 -7.715 3.557
F 20.121 -8.058 3.302
F 21.786 -6.751 2.671
F 21.298 -8.172 5.853
F 20.901 -6.102 5.282
O 23.922 -7.989 5.046
C 25.062 -7.986 5.832
C 25.822 -9.260 5.437
F 26.031 -9.378 4.107
F 27.024 -9.310 6.081
F 25.768 -6.881 5.502
F 24.791 -7.981 7.136
H 23.261 -6.405 6.185
H 23.387 -6.134 4.377
H 22.056 -8.548 3.318
H 25.312 -10.184 5.722
C 26.999 -16.009 7.893
C 26.641 -16.215 9.371
C 25.582 -17.323 9.552
F 24.400 -16.899 9.062
F 25.887 -18.496 8.967
F 27.788 -16.548 10.012
F 26.226 -15.047 9.891
O 25.942 -15.381 7.165
C 25.718 -15.997 5.956
C 24.589 -15.276 5.229
F 24.396 -15.810 4.003
F 23.433 -15.347 5.929
F 26.809 -15.917 5.161
F 25.464 -17.307 6.115
H 27.354 -16.982 7.545
H 27.870 -15.361 7.776
H 25.421 -17.542 10.610
H 24.863 -14.218 5.155
C 27.855 -14.705 -2.582
C 29.371 -14.695 -2.855
C 30.173 -13.757 -1.940
F 29.848 -12.465 -2.221
F 29.913 -13.956 -0.614
F 29.897 -15.932 -2.663
F 29.549 -14.373 -4.155
O 27.160 -15.484 -3.533
C 26.495 -16.615 -3.091
C 26.069 -17.407 -4.333
F 27.096 -17.874 -5.045
F 25.230 -18.389 -3.938
F 27.260 -17.325 -2.232
F 25.408 -16.172 -2.418
H 27.475 -13.687 -2.627
H 27.667 -15.074 -1.577
H 31.252 -13.898 -2.058
H 25.516 -16.651 -4.904
C 23.482 -10.767 8.360
C 22.775 -11.520 7.234
C 21.252 -11.552 7.436
F 20.752 -10.285 7.578
F 20.604 -12.187 6.417
F 23.108 -10.971 6.040
F 23.254 -12.792 7.220
O 24.880 -10.917 8.141
C 25.582 -11.697 9.040
C 27.023 -11.690 8.499
F 27.803 -12.420 9.328
F 27.141 -12.187 7.260
F 25.586 -11.152 10.263
F 25.032 -12.905 9.117
H 23.189 -11.086 9.360
H 23.286 -9.697 8.287
H 20.966 -12.096 8.350
H 27.343 -10.645 8.491
C 23.716 -14.203 -0.049
C 23.533 -13.676 -1.473
C 22.548 -12.490 -1.494
F 22.415 -11.962 -2.746
F 21.321 -12.874 -1.083
F 24.689 -13.270 -2.057
F 23.111 -14.740 -2.190
O 23.988 -13.133 0.838
C 24.034 -13.434 2.169
C 24.389 -12.160 2.950
F 23.487 -11.187 2.714
F 24.391 -12.474 4.262
F 22.870 -13.975 2.552
F 25.012 -14.340 2.409
H 24.506 -14.961 -0.033
H 22.823 -14.739 0.289
H 22.969 -11.714 -0.848
H 25.370 -11.776 2.671
O 28.555 -8.590 -0.807
C 27.431 -8.969 -0.969
O 26.394 -8.273 -0.436
C 25.157 -8.886 -0.774
C 25.514 -10.316 -1.132
C 26.932 -10.165 -1.740
H 24.675 -8.367 -1.607
H 24.517 -8.846 0.107
H 24.935 -10.746 -1.950
H 25.458 -10.984 -0.273
H 26.797 -9.992 -2.806
H 27.504 -11.070 -1.545
O 24.481 -15.660 -7.057
C 24.612 -14.532 -6.669
O 24.944 -13.508 -7.472
C 24.912 -12.245 -6.763
C 25.092 -12.701 -5.322
C 24.307 -13.976 -5.284
H 23.926 -11.805 -6.914
H 25.718 -11.595 -7.088
H 24.701 -11.903 -4.684
H 26.146 -12.832 -5.075
H 23.222 -13.843 -5.345
H 24.521 -14.721 -4.525
C 24.408 -19.124 -0.481
C 23.651 -17.955 0.120
C 23.957 -17.809 1.626
C 23.323 -18.868 2.396
N 22.854 -19.719 3.007
H 24.124 -20.078 -0.028
H 25.496 -19.101 -0.375
H 24.199 -19.226 -1.548
H 22.577 -18.121 0.028
H 23.854 -17.049 -0.451
H 23.618 -16.849 2.020
H 25.030 -17.919 1.798
C 20.290 -9.486 -2.693
C 19.138 -9.988 -3.567
C 18.556 -11.316 -3.062
C 17.762 -11.196 -1.840
N 17.137 -11.056 -0.887
H 20.658 -8.561 -3.140
H 21.107 -10.210 -2.685
H 20.037 -9.270 -1.657
H 19.394 -10.025 -4.625
H 18.417 -9.164 -3.552
H 19.384 -12.002 -2.871
H 17.943 -11.791 -3.829
C 30.611 -11.421 2.011
C 29.384 -10.734 1.454
C 28.293 -10.349 2.462
C 27.879 -11.435 3.355
N 27.544 -12.292 4.042
H 31.015 -10.870 2.863
H 31.409 -11.538 1.276
H 30.438 -12.454 2.331
H 28.922 -11.363 0.690
H 29.751 -9.862 0.914
H 27.414 -10.084 1.870
H 28.600 -9.433 2.966
C 21.028 -15.911 4.387
C 19.641 -16.420 3.961
C 19.204 -15.749 2.638
C 20.107 -15.819 1.512
N 20.831 -15.842 0.621
H 21.303 -16.487 5.272
H 21.020 -14.881 4.750
H 21.775 -16.046 3.609
H 18.913 -16.262 4.750
H 19.749 -17.477 3.712
H 19.029 -14.692 2.859
H 18.221 -16.120 2.340
C 26.785 -16.903 1.125
C 28.198 -16.443 1.460
C 28.237 -14.928 1.798
C 27.613 -13.999 0.848
N 27.146 -13.255 0.110
H 26.185 -17.034 2.028
H 26.781 -17.845 0.575
H 26.236 -16.217 0.472
H 28.850 -16.624 0.606
H 28.509 -16.916 2.388
H 29.254 -14.571 1.966
H 27.752 -14.870 2.775
C 20.137 -12.017 3.181
C 19.999 -12.209 1.661
C 19.870 -10.944 0.828
C 21.111 -10.171 0.711
N 22.060 -9.532 0.619
H 19.464 -11.202 3.457
H 21.144 -11.722 3.476
H 19.865 -12.929 3.707
H 19.127 -12.846 1.482
H 20.770 -12.898 1.303
H 19.116 -10.257 1.215
H 19.577 -11.247 -0.173

Atomic partial charges in e from the Löwdin method, atoms 1 to 99: -0.03, -0.43, -0.31, 0.11, 0.07, 0.12, 0.12, 0.02, -0.54, -0.26, 0.10, 0.08, 0.16, 0.17, 0.15, 0.15, 0.15, 0.15, -0.05, -0.45, -0.30, 0.10, 0.10, 0.12, 0.13, 0.05, -0.54, -0.27, 0.08, 0.10, 0.14, 0.16, 0.15, 0.15, 0.17, 0.15, -0.07, -0.43, -0.26, 0.08, 0.07, 0.12, 0.13, 0.03, -0.51, -0.30, 0.14, 0.11, 0.15, 0.13, 0.13, 0.11, 0.17, 0.15, -0.04, -0.43, -0.27, 0.08, 0.08, 0.12, 0.12, 0.01, -0.56, -0.29, 0.10, 0.10, 0.17, 0.17, 0.15, 0.14, 0.18, 0.17, -0.06, -0.43, -0.29, 0.06, 0.10, 0.11, 0.12, 0.02, -0.53, -0.28, 0.09, 0.08, 0.16, 0.12, 0.12, 0.10, 0.14, 0.14, 0.11, -0.48, 0.03, -0.17, -0.16, -0.05, 0.13, 0.09, 0.09

***

# 3
A molecular structure, C57H77AsBrN3O6SeY, computed with ωB97M-V/def2-TZVPD.

Element x y z (Å)
Y -0.467 1.677 0.833
C 0.918 -1.828 -6.078
C -0.231 -0.811 -6.039
C -0.166 0.029 -7.314
C -1.566 -1.566 -6.031
C -0.116 0.046 -4.781
C -0.170 -0.549 -3.525
C -0.066 0.196 -2.372
Se -0.099 -0.755 -0.710
C 1.780 -0.856 -0.353
C 2.478 -1.966 -0.799
C 3.846 -2.087 -0.608
C 4.488 -1.025 0.031
C 3.831 0.106 0.498
C 2.417 0.197 0.345
O 1.757 1.216 0.809
C 4.575 1.238 1.205
C 4.408 2.546 0.415
C 4.056 1.403 2.642
C 6.080 0.967 1.305
C 4.572 -3.342 -1.094
C 4.012 -4.572 -0.367
C 4.364 -3.513 -2.604
C 6.076 -3.277 -0.826
C 0.101 1.614 -2.370
O 0.187 2.274 -1.247
C 0.183 2.222 -3.655
C 0.062 1.420 -4.792
C 0.369 3.722 -3.937
C 0.591 4.612 -2.718
C 1.595 3.918 -4.846
C -0.877 4.254 -4.663
H 0.844 -2.459 -6.969
H 0.904 -2.479 -5.203
H 1.885 -1.321 -6.093
H -0.255 -0.620 -8.188
H 0.780 0.569 -7.394
H -0.976 0.761 -7.358
H -1.671 -2.178 -6.933
H -2.405 -0.868 -5.988
H -1.645 -2.228 -5.168
H -0.292 -1.624 -3.443
H 1.933 -2.753 -1.310
H 5.555 -1.087 0.178
H 3.359 2.765 0.221
H 4.913 2.473 -0.551
H 4.858 3.376 0.969
H 2.986 1.597 2.669
H 4.582 2.228 3.133
H 4.243 0.496 3.222
H 6.543 0.851 0.322
H 6.295 0.072 1.893
H 6.564 1.812 1.801
H 2.943 -4.689 -0.551
H 4.155 -4.483 0.712
H 4.512 -5.484 -0.706
H 3.307 -3.625 -2.853
H 4.889 -4.402 -2.966
H 4.739 -2.644 -3.148
H 6.292 -3.190 0.241
H 6.541 -2.431 -1.335
H 6.554 -4.190 -1.189
H 0.111 1.919 -5.751
H 1.476 4.311 -2.162
H -0.255 4.581 -2.036
H 0.726 5.641 -3.068
H 2.495 3.531 -4.365
H 1.746 4.982 -5.050
H 1.486 3.407 -5.804
H -1.767 4.107 -4.048
H -1.045 3.747 -5.615
H -0.770 5.324 -4.865
C 0.618 4.837 0.880
C -0.854 5.219 0.794
N -1.721 4.059 0.597
C -2.970 4.064 1.358
C -2.939 3.157 2.620
N -1.586 2.738 2.950
C -0.768 3.751 3.625
C 0.683 3.779 3.148
N 0.833 3.654 1.698
H 1.191 5.702 1.249
H 0.987 4.591 -0.112
H -0.974 5.955 -0.011
H -1.162 5.728 1.708
H -1.883 3.849 -0.380
H -3.776 3.726 0.706
H -3.218 5.093 1.644
H -3.508 2.249 2.432
H -3.420 3.687 3.455
H -1.583 1.878 3.490
H -0.755 3.569 4.704
H -1.242 4.724 3.483
H 1.203 2.933 3.599
H 1.153 4.704 3.515
H 1.745 3.257 1.491
O -2.692 0.619 0.914
C -3.198 1.106 -0.139
O -2.592 1.918 -0.866
C -4.597 0.681 -0.502
C -5.275 -0.251 0.273
C -6.566 -0.630 -0.065
C -7.185 -0.071 -1.175
C -6.510 0.862 -1.951
C -5.216 1.235 -1.617
H -4.781 -0.663 1.143
H -7.089 -1.362 0.539
H -8.193 -0.366 -1.438
H -6.989 1.293 -2.821
H -4.657 1.942 -2.215
Br 2.776 -5.570 4.382
C 2.088 -3.811 4.196
C 1.965 -3.004 5.319
C 1.461 -1.722 5.173
C 1.064 -1.251 3.927
C 1.205 -2.075 2.820
C 1.724 -3.356 2.941
C 0.470 0.133 3.789
O 0.518 0.903 4.755
O -0.087 0.378 2.675
H 2.263 -3.376 6.289
H 1.359 -1.066 6.028
H 0.922 -1.708 1.844
H 1.846 -3.982 2.066
C -2.041 -2.635 5.070
As -2.752 -1.424 3.698
C -4.644 -1.718 4.152
C -2.477 -2.571 2.122
C -3.000 -3.961 2.234
C -2.179 -4.998 2.677
C -2.671 -6.286 2.824
C -3.995 -6.568 2.519
C -4.821 -5.547 2.069
C -4.329 -4.258 1.934
H -2.656 -3.529 5.176
H -2.011 -2.086 6.012
H -1.021 -2.926 4.819
H -4.891 -2.776 4.260
H -5.302 -1.268 3.408
H -4.800 -1.206 5.102
H -1.389 -2.568 2.018
H -2.866 -2.029 1.259
H -1.141 -4.789 2.915
H -2.011 -7.070 3.174
H -4.379 -7.575 2.625
H -5.854 -5.756 1.818
H -4.984 -3.469 1.580

Energy above the lowest of the compared OMol25 structures with the same formula, charge and spin   0.0 kcal per mole
Total charge   -1

Atomic partial charges in e from the Löwdin method, atoms 1 to 99: 1.45, -0.05, -0.56, -0.07, -0.05, -0.19, -0.09, -0.38, 1.16, -0.40, -0.08, -0.18, 0.02, -0.08, -0.37, -0.25, -0.53, -0.04, -0.03, -0.08, -0.56, -0.05, -0.05, -0.07, -0.35, -0.24, -0.08, 0.00, -0.53, -0.07, -0.05, -0.05, 0.08, 0.07, 0.09, 0.08, 0.08, 0.08, 0.08, 0.09, 0.08, 0.09, 0.10, 0.08, 0.06, 0.09, 0.08, 0.06, 0.08, 0.09, 0.08, 0.08, 0.08, 0.08, 0.08, 0.08, 0.07, 0.08, 0.09, 0.08, 0.08, 0.08, 0.08, 0.08, 0.06, 0.08, 0.09, 0.08, 0.07, 0.09, 0.07, 0.08, -0.19, -0.19, -0.09, -0.17, -0.19, -0.11, -0.18, -0.17, -0.12, 0.12, 0.09, 0.12, 0.10, 0.09, 0.11, 0.11, 0.10, 0.11, 0.09, 0.12, 0.10, 0.10, 0.12, 0.08, -0.15, -0.63, -0.04

***

The following E_tot values (in eV) correspond, in order, to the records above: -127986.2137 -196378.0681 -274396.5087.
The following max |F| values (in eV/A) correspond, in order, to the records above: 5.55 2.78 0.58.